# 1
{
  "formula": "C15H11BrCl40InO2",
  "method": "the ωB97M-V functional and the def2-TZVPD basis",
  "orbital_gap_ev": 6.81,
  "total_charge": -1,
  "total_energy_ha": -21900.4029,
  "species": ["O", "C", "O", "C", "C", "C", "C", "In", "Br", "H", "H", "H", "H", "H", "H", "H", "H", "H", "H", "H", "C", "Cl", "Cl", "Cl", "Cl", "C", "Cl", "Cl", "Cl", "Cl", "C", "Cl", "Cl", "Cl", "Cl", "C", "Cl", "Cl", "Cl", "Cl", "C", "Cl", "Cl", "Cl", "Cl", "C", "Cl", "Cl", "Cl", "Cl", "C", "Cl", "Cl", "Cl", "Cl", "C", "Cl", "Cl", "Cl", "Cl", "C", "Cl", "Cl", "Cl", "Cl", "C", "Cl", "Cl", "Cl", "Cl"],
  "xyz": [[1.996904, -1.043876, 0.549949], [1.802538, -0.113489, -0.177027], [0.769143, -0.027023, -1.012729], [0.592407, 1.260237, -1.655216], [0.171267, 2.383873, -0.691714], [-1.263808, 2.893429, -0.915924], [-2.358077, 2.045278, -0.229281], [-3.097979, 0.478040, -1.587461], [-5.318667, -0.492848, -0.548001], [2.521651, 0.728840, -0.288479], [-0.184062, 1.078345, -2.417682], [1.538283, 1.495565, -2.179862], [0.273693, 2.006526, 0.343729], [0.880819, 3.224833, -0.789135], [-1.431203, 2.920864, -2.013192], [-1.305675, 3.953351, -0.589185], [-1.951286, 1.566579, 0.681273], [-3.197038, 2.687756, 0.097643], [-3.455551, 1.144607, -3.181191], [-2.014076, -0.891680, -1.669964], [-2.252755, -0.545668, 3.041818], [-3.076291, -1.720845, 2.042665], [-3.155427, 0.974450, 3.045951], [-2.125278, -1.138004, 4.719846], [-0.624100, -0.290402, 2.409923], [-0.824242, -2.502806, -4.926320], [-0.804079, -4.272832, -5.076206], [-0.014878, -1.811084, -6.352650], [-2.485569, -1.929701, -4.855764], [0.053588, -2.032514, -3.477299], [1.338489, 0.683575, 6.273404], [1.453080, -0.953870, 5.629576], [0.882911, 1.779325, 4.979920], [0.125408, 0.736004, 7.557534], [2.912550, 1.162927, 6.947998], [3.440875, -4.037809, 1.883259], [2.656915, -4.120665, 0.314562], [2.309383, -3.422642, 3.084446], [3.976198, -5.663749, 2.361969], [4.854230, -2.978154, 1.786989], [2.615689, 6.079866, 5.316554], [1.925466, 5.963407, 3.695079], [1.434030, 6.814933, 6.407213], [3.028745, 4.468009, 5.894880], [4.069904, 7.088497, 5.266507], [-7.849688, 0.586621, 3.989632], [-8.976498, 0.314720, 2.657548], [-8.630582, 0.141268, 5.523039], [-6.407759, -0.385366, 3.753876], [-7.413834, 2.298538, 4.038151], [-6.416895, 3.850054, -0.424601], [-5.848097, 2.878688, 0.917765], [-7.350698, 5.236811, 0.197592], [-5.038967, 4.449733, -1.350707], [-7.449069, 2.872769, -1.467783], [3.655485, -0.044413, -3.989415], [1.991269, -0.103042, -4.569919], [4.758175, -0.577222, -5.268588], [4.058449, 1.618017, -3.528081], [3.825340, -1.097240, -2.588378], [6.598526, -4.361260, -1.842706], [4.957535, -4.440284, -2.474105], [7.750334, -4.823820, -3.106557], [6.938611, -2.708903, -1.313768], [6.754671, -5.466111, -0.472002], [2.679891, -5.171611, -5.678279], [2.142695, -5.969608, -4.195593], [2.369616, -3.441411, -5.557001], [4.416632, -5.448689, -5.889341], [1.800743, -5.837711, -7.059207]],
  "atomic_forces_ev_per_a": [[-0.109, 0.003, 0.133], [0.383, 0.233, -0.572], [-0.117, 0.070, 0.325], [0.095, -0.013, -0.370], [0.098, -0.038, 0.165], [-0.114, 0.289, -0.069], [0.086, 0.117, 0.285], [0.064, -0.121, 0.024], [-0.067, 0.030, -0.057], [-0.224, -0.073, 0.195], [0.337, 0.022, 0.328], [-0.437, -0.001, 0.231], [-0.065, 0.187, -0.334], [-0.195, -0.306, -0.033], [0.053, 0.149, 0.350], [0.016, -0.425, -0.039], [-0.132, 0.335, -0.427], [0.428, -0.321, -0.200], [-0.076, 0.044, 0.031], [-0.083, -0.044, 0.046], [0.060, 0.018, 0.031], [-0.088, -0.031, 0.028], [0.052, -0.010, 0.091], [-0.055, 0.000, -0.031], [0.055, -0.040, -0.016], [-0.065, -0.099, 0.129], [-0.251, 0.024, 0.006], [-0.625, 0.309, -0.300], [0.160, -0.007, 0.010], [-0.664, -0.465, 0.258], [-0.006, -0.092, -0.031], [0.080, -0.010, 0.075], [-0.045, 0.088, -0.016], [-0.009, 0.001, 0.000], [-0.031, -0.024, -0.031], [0.015, 0.018, -0.027], [-0.040, -0.075, -0.041], [-0.014, 0.027, -0.001], [0.007, -0.007, 0.011], [-0.036, 0.015, 0.018], [-0.014, -0.001, -0.026], [0.002, 0.000, 0.016], [0.006, -0.004, -0.004], [0.032, 0.058, 0.025], [-0.003, -0.008, -0.001], [-0.026, -0.027, -0.047], [0.010, -0.005, 0.016], [0.004, 0.006, -0.026], [0.002, -0.024, -0.030], [0.003, 0.027, 0.079], [-0.022, -0.033, -0.023], [-0.039, -0.002, 0.081], [0.015, -0.028, -0.029], [0.002, 0.038, -0.047], [0.009, 0.034, 0.011], [-0.107, 0.102, -0.098], [0.815, 0.486, -0.206], [-0.011, 0.000, 0.029], [0.083, 0.058, 0.017], [-0.007, -0.040, 0.033], [-0.083, 0.036, 0.058], [0.047, -0.073, -0.039], [-0.025, 0.009, 0.004], [0.071, -0.019, -0.016], [0.013, 0.025, -0.015], [0.086, 0.121, 0.108], [0.043, -0.044, 0.032], [0.622, -0.411, 0.029], [-0.007, -0.043, -0.087], [0.034, -0.017, -0.019]],
  "lowdin_charge": [-0.002, -0.435, -0.091, -0.199, -0.180, -0.321, -0.358, 0.087, -0.183, 0.150, 0.099, 0.065, 0.104, 0.110, 0.083, 0.098, -0.036, -0.034, -0.106, -0.109, -2.014, 0.540, 0.535, 0.488, 0.552, -2.004, 0.502, 0.462, 0.549, 0.503, -2.045, 0.506, 0.515, 0.522, 0.496, -2.044, 0.544, 0.530, 0.499, 0.512, -2.059, 0.525, 0.518, 0.496, 0.510, -2.056, 0.525, 0.497, 0.522, 0.500, -2.033, 0.509, 0.488, 0.542, 0.527, -2.009, 0.508, 0.526, 0.539, 0.555, -2.040, 0.483, 0.518, 0.509, 0.519, -2.034, 0.515, 0.476, 0.509, 0.526]
}


# 2
{
  "formula": "C9H11N2O3",
  "method": "the ωB97M-V functional and the def2-TZVPD basis",
  "orbital_gap_ev": [6.89, 6.29],
  "total_charge": -1,
  "spin_multiplicity": 3,
  "total_energy_ha": -684.5123,
  "e_above_lowest_kcal_mol": 80.4,
  "species": ["C", "C", "C", "C", "C", "C", "C", "C", "C", "N", "N", "O", "O", "O", "H", "H", "H", "H", "H", "H", "H", "H", "H", "H", "H"],
  "xyz": [[3.850109, -0.820383, 1.288674], [2.800478, -1.671704, 0.996911], [3.643862, 0.488077, 0.756853], [1.669384, -1.260714, 0.310656], [2.471675, 0.994396, 0.247655], [1.427963, 0.088819, -0.013350], [-1.539845, 1.213344, -2.418651], [-1.885695, 0.198584, -1.368589], [-0.688939, -0.441404, -0.729109], [-3.406387, -1.196535, 1.658472], [-3.731804, 0.003369, 1.808605], [-4.152802, 0.367109, 2.970879], [-3.656112, 0.793018, 0.808984], [0.267348, 0.477641, -0.491677], [4.927976, -1.077651, 1.450332], [2.803505, -2.621537, 1.530893], [4.509103, 1.123680, 0.901972], [0.930727, -1.939684, -0.220984], [2.295687, 2.013192, 0.004559], [-1.202924, 0.654075, -3.283688], [-2.492486, 1.768072, -2.788740], [-0.886829, 2.009554, -2.156624], [-2.693441, -0.493300, -1.635441], [-2.296404, 0.704257, -0.417556], [-2.964149, -1.374275, 0.788964]],
  "atomic_forces_ev_per_a": [[0.181, 1.859, -2.478], [0.050, -0.982, 1.289], [1.421, -0.151, 1.366], [-1.465, -0.157, -1.457], [-0.882, -1.065, -0.223], [2.531, -1.218, 1.468], [-2.595, 0.173, -1.915], [-0.715, 0.359, 2.889], [-0.653, 0.540, -1.444], [0.160, -2.323, 1.941], [-0.459, 0.537, 0.802], [0.367, 0.239, -1.888], [-0.472, 1.048, 0.787], [-0.087, 0.362, -0.093], [-1.465, -0.175, 0.674], [0.004, -0.435, -0.901], [-0.160, 0.497, -0.228], [0.813, 0.337, 1.535], [0.267, 0.816, -0.140], [0.533, 0.280, -0.458], [1.266, -1.051, 0.748], [0.862, 0.236, 0.491], [0.454, 0.086, -0.128], [-0.051, -0.395, -1.402], [0.094, 0.583, -1.236]],
  "lowdin_charge": [-0.107, -0.121, -0.118, -0.026, -0.012, -0.293, -0.121, -0.272, 0.018, 0.048, -0.603, -0.155, -0.171, 0.000, 0.108, 0.100, 0.088, 0.122, 0.103, 0.060, 0.105, 0.051, 0.110, 0.093, -0.007]
}